Formula: C24H29AuNO3PS2
Source: the OMol25 dataset
Level of theory: wB97M-V/def2-TZVPD

Atoms and positions in Å:
Au (-0.419887, 1.130069, 0.191187)
S (-2.526834, 0.401034, 1.031239)
C (-3.457752, 1.877330, 0.784740)
C (-4.568482, 2.115425, 1.594014)
C (-5.296937, 3.286258, 1.469135)
C (-4.915280, 4.233225, 0.525504)
C (-3.838204, 3.978216, -0.306661)
C (-3.109815, 2.793237, -0.195046)
S (-1.806058, 2.447297, -1.326274)
H (-4.837823, 1.373675, 2.337971)
H (-6.150151, 3.467581, 2.109898)
H (-5.455353, 5.167926, 0.445521)
H (-3.539772, 4.696397, -1.061397)
N (1.172920, 2.636167, -0.376503)
C (2.461395, 2.020821, -0.417396)
C (3.191279, 2.018179, -1.595844)
C (4.430325, 1.400326, -1.646708)
C (4.934161, 0.781617, -0.512946)
C (4.178973, 0.762369, 0.651268)
C (2.928649, 1.371028, 0.718943)
C (2.097914, 1.251929, 1.944960)
C (2.733929, 1.389369, 3.183229)
C (2.062354, 1.153730, 4.368642)
C (0.741443, 0.733620, 4.328957)
C (0.090157, 0.612648, 3.108233)
C (0.737538, 0.909922, 1.909193)
H (0.909904, 3.086896, -1.245128)
H (1.036679, 3.261553, 0.410643)
H (2.786703, 2.508693, -2.474964)
H (4.995123, 1.398631, -2.569934)
H (5.905143, 0.305455, -0.538674)
H (4.551642, 0.240141, 1.523287)
H (3.771840, 1.700590, 3.206205)
H (2.568872, 1.284232, 5.316268)
H (0.206570, 0.510595, 5.243982)
H (-0.940538, 0.287276, 3.092354)
C (-3.022760, -3.130070, -2.147150)
C (-1.912267, -2.449799, -2.919472)
O (-0.658171, -2.519278, -2.223336)
P (-0.279820, -1.294863, -1.209333)
O (-0.596543, -1.915229, 0.240534)
C (-0.156300, -3.217905, 0.662345)
C (-1.347114, -4.026251, 1.125245)
O (1.333648, -1.519020, -1.184102)
C (2.104544, -1.366116, -2.380634)
C (2.486591, -2.719317, -2.943025)
H (-3.953564, -3.072362, -2.713934)
H (-3.172327, -2.640571, -1.182970)
H (-2.784454, -4.181798, -1.981769)
H (-2.173964, -1.403828, -3.107183)
H (-1.754722, -2.938006, -3.880408)
H (0.545234, -3.059184, 1.481746)
H (0.372339, -3.715852, -0.150362)
H (-1.971414, -3.420737, 1.783529)
H (-1.007055, -4.905731, 1.674490)
H (-1.952736, -4.353372, 0.280026)
H (2.987999, -0.796060, -2.103779)
H (1.540427, -0.783666, -3.118911)
H (3.069479, -3.272941, -2.205770)
H (3.082974, -2.599362, -3.849348)
H (1.589347, -3.292134, -3.174326)

Forces on the atoms, in the same order (eV/Å):
-0.9 2.2 0.1
0.7 -0.2 -0.2
-0.1 0.0 0.3
0.1 -0.1 0.1
0.0 0.0 -0.1
0.0 -0.1 0.0
0.0 0.0 -0.1
-0.2 0.3 -0.2
0.3 -0.5 0.1
0.0 0.1 0.0
0.0 0.0 0.0
0.0 0.0 0.0
0.0 0.0 0.0
-0.2 -1.0 0.1
0.2 0.0 -0.2
-0.1 0.2 -0.1
0.0 0.0 0.0
0.0 0.1 0.0
0.1 0.0 0.0
-0.1 -0.1 0.1
0.1 -0.1 0.0
0.0 0.0 0.0
0.0 0.0 0.0
0.0 0.0 -0.1
0.2 0.1 0.1
-0.4 -0.6 0.0
-0.1 0.1 0.1
0.1 0.1 -0.1
0.0 0.0 0.0
0.0 0.0 0.0
0.0 0.0 0.0
0.0 0.0 0.0
0.0 0.0 0.0
0.0 0.0 0.0
0.0 0.0 0.0
0.0 0.1 0.0
0.1 0.0 0.0
-0.1 0.0 0.0
-0.1 0.0 -0.2
0.5 -0.5 0.2
-0.1 -0.1 -0.1
0.1 0.0 0.0
0.0 0.0 0.0
0.1 -0.1 0.0
-0.1 0.0 0.0
-0.1 0.0 0.1
0.0 0.0 0.0
0.0 0.0 0.0
0.0 0.0 0.0
0.1 0.0 0.0
0.0 0.0 0.0
0.0 0.0 0.0
0.0 0.0 0.0
0.0 0.0 0.0
0.0 0.0 0.0
0.0 0.0 0.0
0.0 0.1 0.0
0.0 0.0 0.0
0.0 0.0 0.0
0.0 0.0 0.0
0.0 0.0 0.0

Computed properties:
- calculated total energy (a.u.) = -2485.87648
- HOMO level (Ha) = -0.26529
- energy relative to the best compared isomer or geometry (same formula, charge and spin) (kJ/mol) = 116.60
- M (g/mol) = 671.6